1.
The following is a quantum chemistry calculation of C8H8FNO2 in the gas phase in a non-equilibrium geometry, from the OMol25 dataset.

The geometry in XYZ format:
```
20
Properties=species:S:1:pos:R:3:forces:R:3
C 1.29186 -2.47086 1.58573 1.0 1.8 -3.3
O 1.39979 -1.04067 1.80946 1.3 -0.5 2.8
C 0.84608 -0.08339 1.08838 -0.9 -0.4 -3.1
C -0.07079 -0.44254 0.06929 0.3 1.8 -1.1
C -0.39386 0.60870 -0.89190 -0.3 -0.5 1.5
C -1.49289 0.47426 -1.89452 -0.4 1.1 -1.4
N -2.39195 -0.59598 -1.87496 -6.2 1.1 1.6
O -1.61889 1.33082 -2.76287 0.1 -0.7 0.4
C 0.06531 1.94885 -0.82107 0.5 -1.9 2.8
C 0.86796 2.35410 0.32240 -0.7 -3.8 -2.6
C 1.31336 1.27891 1.10488 0.1 1.0 3.0
F 2.08483 1.62303 2.26991 -1.0 -0.8 -2.3
H 1.94497 -2.63056 0.61457 -1.8 -0.3 1.6
H 1.71485 -3.04461 2.36113 0.9 0.1 1.2
H 0.25981 -2.76273 1.56107 -0.5 -0.2 -0.7
H -0.43022 -1.50759 -0.04711 0.4 1.6 0.1
H -2.85479 -0.74011 -0.88835 2.1 0.0 -1.9
H -3.47426 -0.17551 -2.32872 4.7 -1.5 0.9
H -0.37956 2.57538 -1.55345 0.2 0.8 -0.3
H 1.31837 3.30051 0.27613 0.4 1.2 0.8
```
Forces are in eV/Å.

Values from the calculation:
HOMO level ... -8.799 eV
Gap between HOMO and LUMO ... 8.95 eV
SMILES ... COc1cc(C(N)=O)ccc1F

Atomic partial charges in e from the natural (NBO) method, atoms 1 to 5:
1 C -0.24
2 O -0.49
3 C 0.27
4 C -0.28
5 C -0.16

2.
The following is a quantum chemistry calculation of C8H8FNO2S in the gas phase in a non-equilibrium geometry, from the OMol25 dataset.

The geometry in XYZ format:
```
21
Properties=species:S:1:pos:R:3:forces:R:3
C 3.88361 -2.15213 -0.41190 -1.5 0.1 -0.1
C 2.94282 -1.38587 -0.24423 2.7 -0.8 -0.5
C 1.95646 -0.38715 -0.16394 -3.1 0.1 0.3
C 2.05380 0.95158 -0.01971 3.2 -2.0 0.0
F 3.39467 1.42201 0.04745 -2.6 0.1 0.0
C 0.91703 1.81926 -0.00013 0.1 2.9 -0.6
C -0.32462 1.34787 0.04712 -1.1 1.2 0.8
C -0.62888 -0.03956 0.29555 -0.5 -2.8 1.2
S -2.45517 -0.31872 -0.23965 0.3 0.7 0.6
N -3.25260 0.59612 0.89558 -1.7 2.8 0.5
O -2.62796 0.12753 -1.58734 0.2 0.7 0.2
O -2.94024 -1.59377 0.11176 0.3 -2.3 0.4
C 0.46756 -0.95589 -0.33527 -0.3 4.6 -0.9
H 4.54850 -2.98565 -0.66383 -0.5 1.0 0.4
H 1.07666 2.94292 -0.10543 -0.1 -1.7 0.1
H -1.24651 1.94404 0.00700 1.0 0.6 0.0
H -0.75114 -0.41779 1.35328 0.1 1.2 -0.6
H -3.58429 1.59770 0.65437 1.0 -2.4 0.3
H -3.92236 0.15024 1.60093 1.7 0.4 -1.9
H 0.33777 -1.84570 0.12395 0.0 -3.3 0.6
H 0.15490 -0.81700 -1.36555 0.7 -1.2 -0.8
```
Forces are in eV/Å.

Values from the calculation:
HOMO level ... -8.685 eV
Gap between HOMO and LUMO ... 8.29 eV
SMILES ... C#CC1=C(F)C=C[C@@H](S(N)(=O)=O)C1

Atomic partial charges in e from the natural (NBO) method, atoms 1 to 5:
1 C -0.17
2 C -0.06
3 C -0.12
4 C 0.40
5 F -0.34

Taking the records one at a time from the top gives ΔE to the lowest compared entry with this formula, charge and spin values of 1.379; 1.539 eV.